C9H14N4PS as an isolated structure at a distorted geometry, computed with the ωB97M-V functional and the def2-TZVPD basis.

Last column: natural (NBO) charge in e.
CARTESIAN COORDINATES (ANGSTROEM)
N  2.8697  0.3596  -0.9769  -0.28
H  4.3966  -0.0376  0.4570  0.24
H  -1.1232  1.4721  0.1153  0.25
H  0.7251  -0.1657  -3.0543  0.21
C  -1.1562  -0.8129  0.0499  -0.39
C  -1.9966  -1.9325  -0.1384  -0.19
N  2.6255  0.0230  1.3667  -0.38
C  3.3340  -0.0408  0.1868  0.22
H  3.5066  0.2741  -1.7761  0.42
P  0.6848  -1.1560  0.1239  1.41
H  -1.6527  -2.9865  -0.0207  0.26
H  1.1950  0.4937  3.2990  0.23
N  1.3043  -0.3456  1.4261  -0.61
C  0.5180  0.1288  2.5500  -0.41
C  -3.0082  0.6613  -0.1146  -0.19
H  -3.9851  -2.4927  -0.4530  0.23
N  1.5847  0.5173  -1.1865  -0.43
H  -4.9647  -0.3531  -0.1595  0.24
C  -1.6101  0.4848  -0.0182  -0.22
C  -3.8956  -0.3786  -0.1580  -0.16
H  1.6320  1.5380  -3.0435  0.22
H  -0.1407  0.9386  2.2957  0.22
H  3.2554  -0.4114  2.1180  0.41
C  0.9582  0.7743  -2.4278  -0.45
H  -0.0704  -0.7936  2.9570  0.23
S  1.3036  -2.9283  -0.3495  -0.36
C  -3.3442  -1.6637  -0.1305  -0.19
H  -3.3707  1.6585  -0.3706  0.23
H  -0.0006  1.3044  -2.2142  0.23

Atoms 1-6, force components in eV/Å:
N 1.702 -1.327 -0.638
H -0.300 -0.256 -1.182
H 0.643 -1.263 -0.321
H 0.514 1.360 0.743
C 2.616 -0.841 -0.311
C 0.474 0.234 1.555

E_HOMO (spin up / spin down)	-11.7 / -11.7	eV
largest force on an atom	4.77	eV Å⁻¹
total charge	+1
molecular weight	241.3	g/mol
frontier orbital gap (spin up / spin down)	7.67 / 7.67	eV



The molecule C9H14N6 at a distorted geometry, computed with the ωB97M-V functional and the def2-TZVPD basis.

Last column: natural (NBO) charge in e.
CARTESIAN COORDINATES (ANGSTROEM)
C  0.6026  2.2821  -2.8717  -0.60
H  0.3486  2.2772  -3.9257  0.21
H  -0.0645  -1.2857  -0.4919  0.25
C  1.1870  1.0318  -2.2737  -0.40
H  1.3702  2.1494  -0.3945  0.21
H  1.1940  0.5202  2.0844  0.21
H  3.1992  0.1139  -0.0906  0.21
C  -3.6497  -1.0296  1.3751  0.30
C  0.8107  -1.4306  1.5188  -0.39
N  -2.3320  -1.5192  1.0691  -0.18
N  -4.9254  -1.6246  1.1555  0.00
N  -4.4772  -1.7636  2.3041  0.02
H  0.4585  0.2902  -2.4666  0.19
C  1.2661  1.1213  -0.7495  -0.40
H  -0.3053  2.5489  -2.3241  0.20
H  0.2295  1.0354  -0.3329  0.20
C  2.1741  0.0891  -0.0403  -0.41
H  2.1986  0.7592  -2.7126  0.20
H  1.3354  -2.4659  1.4121  0.22
N  -1.3883  -2.3947  0.7576  -0.15
H  1.9436  -0.8371  -0.4352  0.19
C  -1.4161  -0.3723  0.9234  0.23
H  0.3764  -1.4812  2.5826  0.22
C  1.7765  -0.2345  1.4197  -0.40
N  -2.1448  0.7267  1.2957  -0.16
H  2.6981  -0.5224  1.9135  0.22
C  -0.3874  -1.3472  0.5380  -0.16
H  1.2855  3.0299  -2.7086  0.20
N  -3.3637  0.3332  1.4684  -0.27

Atoms 1-6, force components in eV/Å:
C -1.273 -0.699 0.124
H 0.107 -0.410 -0.187
H -0.101 -0.141 -0.342
C 1.131 -0.075 0.091
H 1.108 0.178 -0.191
H 1.538 -0.320 -1.500

E_HOMO (spin up / spin down)	-8.3 / -8.5	eV
largest force on an atom	6.03	eV Å⁻¹
total charge	0
molecular weight	206.3	g/mol
frontier orbital gap (spin up / spin down)	7.67 / 7.32	eV
energy above the lowest of the compared OMol25 structures with the same formula, charge and spin	180.5	kcal per mole



C9H14N6OPdS as an isolated structure at a distorted geometry, computed with the ωB97M-V functional and the def2-TZVPD basis.

Last column: natural (NBO) charge in e.
CARTESIAN COORDINATES (ANGSTROEM)
C  -0.0539  3.7516  1.1275  -0.22
H  2.9687  1.1204  2.6217  0.22
Pd  -0.3429  -0.7454  -0.5054  0.75
N  -0.2212  1.1265  0.1948  -0.51
C  -1.8553  -1.2319  -2.7312  0.79
S  0.3191  -2.9779  -0.3865  -0.25
H  -1.5898  1.7994  -1.1769  0.13
H  -1.5214  0.6630  -2.1097  0.32
N  0.9373  -0.8013  0.9911  -0.39
H  2.7103  -0.5612  3.0735  0.26
C  1.2562  0.2657  1.6617  0.23
H  -1.3508  0.2859  -1.3902  0.04
N  -1.9812  0.1058  -2.8164  -0.77
H  1.6363  0.6832  3.7240  0.22
H  -3.0203  -1.4513  -4.4345  0.40
C  0.5816  1.4645  1.2030  0.05
H  -1.5112  4.1864  -0.4129  0.22
H  1.3711  2.9661  2.5426  0.23
H  -2.5053  0.5643  -3.5420  0.40
C  -0.9009  3.4317  0.0689  -0.33
H  2.7810  -4.1175  1.5993  0.38
O  -1.2185  -1.7850  -1.8493  -0.62
N  1.5996  -1.9050  1.5563  -0.42
C  2.1987  0.3733  2.8375  -0.67
N  1.8308  -4.2188  1.2823  -0.80
C  1.3162  -3.0089  0.9643  0.22
C  -0.9490  2.1133  -0.3582  0.09
C  0.7098  2.7464  1.7156  -0.19
H  0.0077  4.7724  1.4910  0.21
H  -2.4349  -2.9133  -3.6932  0.42
H  1.7271  -4.7978  0.4579  0.39
N  -2.4948  -1.9045  -3.7065  -0.81

Atoms 1-6, force components in eV/Å:
C 1.297 -0.178 1.451
H -0.147 0.070 0.082
Pd -1.142 5.251 0.449
N -2.189 1.302 -2.262
C -1.051 0.764 -1.710
S -0.503 -2.690 -1.172

expectation value of S²	2.0242
E_HOMO (spin up / spin down)	-4.9 / -7.1	eV
largest force on an atom	8.94	eV Å⁻¹
2S+1	3
total charge	0
molecular weight	360.7	g/mol
frontier orbital gap (spin up / spin down)	4.74 / 6.92	eV